{
  "formula": "C6H9BO3S",
  "method": "ωB97M-V with the def2-TZVPD basis set",
  "lumo_energy_ev": [-0.7, -0.7],
  "homo_ha": [-0.3115, -0.3116],
  "orbital_gap_ev": [7.77, 7.77],
  "e_above_lowest_kj_mol": 430.4,
  "smiles": "C=[S@@]1(=O)C=CC(B(O)O)=C1C",
  "total_energy_ev": -24019.88229,
  "species": ["S", "O", "O", "O", "C", "C", "C", "C", "C", "C", "B", "H", "H", "H", "H", "H", "H", "H", "H", "H"],
  "xyz": [[-1.408, -1.357, 0.388], [2.147, 1.887, 0.296], [2.547, 0.861, -1.910], [-1.307, -2.745, 0.953], [-1.111, -1.448, -1.370], [-0.141, -0.613, -1.744], [0.477, 0.057, -0.632], [0.217, 0.405, 1.884], [-2.697, -0.353, 1.031], [-0.032, -0.309, 0.609], [1.750, 1.032, -0.762], [-0.530, 1.086, 2.184], [3.101, 2.103, 0.204], [-1.646, -2.203, -1.944], [-3.593, -0.596, 0.342], [-2.327, 0.732, 0.760], [3.178, 1.516, -2.165], [1.220, 0.837, 2.130], [0.152, -0.457, -2.771], [0.003, -0.437, 2.518]],
  "forces_ev_per_angstrom": [[-0.8, -1.6, 1.4], [0.4, -0.9, -1.5], [-1.8, -0.6, 1.0], [-0.3, 2.4, -1.0], [-0.5, -0.6, -0.1], [-0.6, -0.7, -0.3], [0.9, 0.6, 2.3], [1.0, -1.9, 1.0], [0.5, 0.5, -2.8], [1.6, 3.1, -2.8], [0.9, 0.0, 0.1], [-1.0, 1.1, -0.2], [-0.9, 0.0, 0.1], [0.0, 0.4, 0.1], [1.1, 0.3, 1.3], [-0.7, -1.9, 0.6], [0.6, 0.7, 0.1], [-0.9, -0.7, -0.8], [0.1, -0.1, 0.0], [0.4, -0.1, 1.5]]
}

{
  "formula": "C28H27Cl3IrN3OSe",
  "method": "ωB97M-V with the def2-TZVPD basis set",
  "lumo_energy_ev": [-2.3, -5.8],
  "multiplicity": 6,
  "homo_ha": [-0.3608, -0.3570],
  "orbital_gap_ev": [7.50, 3.87],
  "e_above_lowest_kj_mol": 86.8,
  "total_energy_ev": -141735.63747,
  "total_charge": 1,
  "species": ["Ir", "Se", "Cl", "Cl", "Cl", "O", "N", "N", "N", "C", "C", "C", "C", "C", "C", "C", "C", "C", "C", "C", "C", "C", "C", "C", "C", "C", "C", "C", "C", "C", "C", "C", "C", "C", "C", "C", "C", "H", "H", "H", "H", "H", "H", "H", "H", "H", "H", "H", "H", "H", "H", "H", "H", "H", "H", "H", "H", "H", "H", "H", "H", "H", "H", "H"],
  "xyz": [[-0.273, 0.246, -0.523], [-0.258, 2.638, 0.297], [-1.985, -3.410, -3.705], [-3.016, 0.804, -0.518], [-6.969, -1.484, -3.332], [-1.401, -1.283, -1.807], [0.079, -1.619, 0.884], [1.884, 0.149, 0.082], [1.052, 0.536, -2.434], [1.375, -0.811, -2.995], [0.593, -2.771, 0.095], [-0.289, 1.738, 3.056], [-2.378, 2.610, 2.252], [-3.604, -0.384, -1.608], [0.276, 1.309, -3.423], [-3.116, -2.302, -3.058], [4.285, 2.396, -2.433], [-5.328, -1.415, -2.874], [-2.207, 1.810, 4.519], [1.068, -1.170, 1.846], [2.280, 1.157, -2.000], [2.049, -0.265, 1.394], [4.865, 1.878, -1.279], [-2.957, 2.370, 3.494], [1.072, -1.617, 3.152], [-1.042, 2.288, 2.020], [-1.230, -1.955, 1.484], [-2.622, -1.312, -2.128], [2.785, 0.768, -0.729], [4.134, 1.064, -0.439], [-4.433, -2.352, -3.414], [-0.870, 1.499, 4.298], [-4.919, -0.426, -1.974], [2.031, -1.151, 4.046], [2.975, 0.233, 2.324], [2.967, -0.212, 3.633], [3.000, 2.002, -2.808], [4.611, 0.643, 0.432], [2.031, -1.510, 5.068], [-0.271, 1.075, 5.098], [0.462, -1.388, -3.112], [-1.201, -2.918, 2.004], [2.593, 2.337, -3.754], [4.849, 3.062, -3.074], [-5.630, 0.289, -1.581], [-0.056, -2.941, -0.762], [-2.659, 1.630, 5.488], [1.601, -2.554, -0.247], [-2.966, 3.056, 1.457], [0.107, 2.319, -3.051], [0.784, 1.353, -4.390], [-1.968, -2.023, 0.688], [1.864, -0.695, -3.967], [-4.785, -3.104, -4.109], [3.644, 1.033, 2.050], [-0.683, 0.815, -3.565], [-3.997, 2.632, 3.661], [0.322, -2.323, 3.488], [0.756, 1.512, 2.893], [2.053, -1.331, -2.322], [-1.521, -1.171, 2.183], [5.892, 2.116, -1.032], [3.679, 0.198, 4.340], [0.618, -3.669, 0.722]],
  "forces_ev_per_angstrom": [[-0.3, 0.1, -0.5], [-0.1, -0.8, 0.2], [0.3, -0.3, -0.2], [-0.1, 0.4, 0.4], [-0.8, 0.0, -0.2], [2.5, 0.6, 1.0], [0.0, 0.3, 0.1], [0.5, -0.1, 0.1], [0.0, -0.2, 0.0], [0.0, 0.0, -0.1], [-0.1, 0.0, 0.0], [0.1, -0.1, 0.0], [-0.1, 0.2, -0.1], [1.4, -1.6, -1.0], [0.0, 0.0, 0.1], [0.4, 1.3, 1.1], [0.0, 0.0, 0.0], [0.8, 0.1, 0.3], [0.1, 0.0, 0.0], [-0.2, -0.4, -0.1], [-0.2, -0.1, -0.2], [0.1, 0.2, -0.2], [0.0, 0.0, 0.0], [0.0, 0.0, -0.2], [0.0, 0.0, 0.1], [-0.2, 0.0, 0.2], [0.0, 0.0, 0.0], [-2.7, 0.1, -0.5], [-0.1, -0.1, 0.2], [0.0, 0.0, 0.0], [-0.8, 0.5, 0.2], [0.0, 0.1, -0.1], [-0.8, -0.5, -0.6], [0.0, 0.0, 0.0], [0.0, 0.1, 0.0], [0.0, 0.0, 0.0], [0.2, 0.1, -0.1], [0.0, 0.0, 0.0], [0.0, 0.0, 0.0], [0.0, 0.0, -0.1], [-0.1, 0.1, 0.0], [0.1, 0.1, 0.0], [0.1, 0.0, 0.1], [0.0, 0.0, 0.0], [0.0, -0.1, 0.0], [0.0, 0.1, 0.0], [0.0, 0.0, -0.1], [0.0, 0.0, 0.0], [0.0, 0.0, 0.1], [0.0, 0.0, 0.0], [0.0, 0.0, 0.0], [0.0, 0.0, -0.1], [0.0, 0.0, 0.1], [0.0, 0.1, 0.0], [0.0, 0.0, 0.0], [0.0, -0.1, 0.0], [0.1, 0.0, -0.1], [0.1, 0.1, 0.0], [0.0, 0.0, 0.1], [0.0, 0.0, 0.0], [0.0, 0.0, 0.0], [-0.1, 0.0, 0.0], [0.0, 0.0, -0.1], [0.0, 0.1, 0.0]]
}

{
  "formula": "C4H12S2",
  "method": "ωB97M-V with the def2-TZVPD basis set",
  "lumo_energy_ev": 0.5,
  "homo_ha": -0.3229,
  "orbital_gap_ev": 9.34,
  "e_above_lowest_kj_mol": 10.3,
  "smiles": "CCC.CSS",
  "total_energy_ev": -26013.01150,
  "species": ["S", "S", "C", "C", "C", "C", "H", "H", "H", "H", "H", "H", "H", "H", "H", "H", "H", "H"],
  "xyz": [[2.429, 0.334, 1.541], [3.033, -1.274, 0.385], [-1.011, 0.290, -0.209], [2.377, -0.817, -1.243], [-1.521, 1.693, 0.094], [-1.793, -0.829, 0.479], [1.626, -0.374, 2.348], [-1.588, -0.858, 1.548], [-2.609, 1.766, 0.008], [-1.057, 2.401, -0.595], [-1.447, -1.787, 0.097], [0.033, 0.237, 0.098], [2.563, 0.243, -1.422], [-1.343, 2.009, 1.122], [2.913, -1.426, -1.963], [-1.058, 0.131, -1.289], [1.315, -1.024, -1.301], [-2.862, -0.714, 0.301]],
  "forces_ev_per_angstrom": [[0.2, -0.3, 0.1], [0.2, 0.2, 0.0], [-0.3, 0.0, 0.2], [-0.1, 0.1, 0.4], [-0.3, 0.0, 0.1], [0.5, 0.2, -0.1], [-0.2, 0.1, 0.0], [-0.2, 0.2, 0.1], [0.0, -0.1, -0.4], [-0.1, 0.2, 0.2], [-0.2, -0.2, -0.1], [0.0, -0.1, -0.2], [0.0, -0.2, -0.1], [0.4, 0.0, 0.1], [0.1, 0.0, -0.1], [0.1, 0.0, 0.0], [-0.1, 0.0, -0.1], [0.0, -0.1, 0.1]]
}